{
  "formula": "C4H6N2O2",
  "method": "ωB97M-V/def2-TZVPD",
  "charge": 0,
  "de_lowest_ev": 1.4685,
  "smiles": "N/C=C\\C(=O)NC=O",
  "homo_ev": -9.291,
  "energy_ha": -415.98665,
  "elements": ["C", "C", "C", "C", "H", "H", "H", "H", "H", "H", "N", "N", "O", "O"],
  "coordinates": [[0.0927, 0.9850, -1.5860], [0.4555, 0.5286, -0.4288], [-0.2927, -0.4721, 0.1357], [0.8478, -0.5932, 2.4709], [-1.0569, 0.7376, -3.2142], [-1.8283, 0.2276, -1.7291], [0.8720, 1.5779, -2.1779], [1.2160, 0.9386, 0.1404], [-0.3410, -2.0193, 1.7132], [1.4557, 0.4048, 2.2800], [-1.1603, 0.8146, -2.1658], [0.0083, -1.0057, 1.4508], [-1.3439, -0.8988, -0.3712], [1.0751, -1.2255, 3.4820]],
  "forces_ev_per_angstrom": [[-1.08, 1.98, -4.33], [1.04, -0.21, 2.13], [-3.81, -2.35, 2.44], [1.90, 1.46, -0.56], [-0.75, 0.34, 1.77], [-0.16, -0.78, 0.42], [-1.60, -0.54, 0.68], [1.90, 0.54, 0.42], [0.38, 2.85, -1.18], [-1.41, -1.53, 0.14], [3.13, 1.14, -3.01], [-0.01, -2.59, 0.90], [1.14, -0.59, 0.96], [-0.67, 0.28, -0.80]]
}